# 1
Formula: C10H10FN
Source: the Open Molecules 2025 dataset
Level of theory: wB97M-V/def2-TZVPD

The HOMO-LUMO gap comes out at 9.06 eV. As for the molecular weight: 163.2 u.

Geometry as ORCA input:
```
! wB97M-V def2-TZVPD RIJCOSX def2/J DEFGRID3
* xyz 0 1
C -0.453 0.441 -2.964
C -0.653 -0.959 -2.974
C -0.576 0.868 -1.665
C -0.711 -1.375 -1.675
C 1.352 0.968 2.335
C 0.083 1.604 1.951
C 1.600 -0.283 2.004
C -0.787 1.070 1.119
C 0.696 -1.100 1.065
C -0.584 -0.380 0.566
N -0.633 -0.229 -0.895
F -1.756 -0.979 1.100
H -0.330 1.074 -3.859
H -0.625 -1.553 -3.827
H -0.646 1.813 -1.312
H -0.939 -2.336 -1.275
H 2.047 1.533 3.106
H 0.065 2.434 2.687
H 2.580 -0.788 2.087
H -1.690 1.572 0.706
H 1.519 -1.329 0.187
H 0.443 -2.066 1.531
*
```

---

# 2
Formula: C10H10FO3S
Source: the Open Molecules 2025 dataset
Level of theory: wB97M-V/def2-TZVPD

The HOMO-LUMO gap comes out at 6.74 eV. As for the molecular weight: 229.3 u.

Geometry as ORCA input:
```
! wB97M-V def2-TZVPD RIJCOSX def2/J DEFGRID3
* xyz -1 1
C -0.218 0.320 3.059
C 0.819 -0.539 2.674
C -1.209 0.518 2.107
C 0.900 -1.110 1.432
C -1.291 -0.192 0.972
C -0.215 -1.033 0.524
C -0.214 1.112 -2.210
C 1.139 1.106 -1.617
C -0.053 -1.650 -0.716
C 1.330 1.716 -0.457
O -0.379 -0.078 -2.998
O -0.837 -2.536 -3.092
O -2.311 -1.032 -1.804
F 2.558 1.764 0.115
S -0.973 -1.384 -2.145
H -0.282 0.559 4.141
H 1.651 -0.774 3.322
H -2.088 1.141 2.363
H 1.771 -1.747 1.270
H -2.038 0.125 0.281
H -0.194 2.002 -2.956
H -0.973 1.243 -1.386
H 2.056 0.786 -2.114
H 0.425 -2.606 -0.959
H 0.628 2.289 0.196
*
```

---

# 3
Formula: C10H10N2
Source: the Open Molecules 2025 dataset
Level of theory: wB97M-V/def2-TZVPD

The HOMO-LUMO gap comes out at 10.00 eV. As for the molecular weight: 158.2 u.

Geometry as ORCA input:
```
! wB97M-V def2-TZVPD RIJCOSX def2/J DEFGRID3
* xyz 0 1
C -0.721 0.636 -0.349
C -1.781 1.432 -0.701
C -2.158 2.467 0.156
C -1.399 2.620 1.316
C -0.360 1.728 1.581
C 0.030 -2.188 0.266
C 0.215 -2.092 -1.090
C 1.456 -1.655 -1.584
C 2.395 -1.285 -0.645
C 2.152 -1.526 0.688
H -0.441 -0.178 -1.022
H -2.345 1.220 -1.580
H -2.919 3.158 -0.109
H -1.623 3.457 1.976
H 0.206 1.787 2.490
H -0.923 -2.479 0.643
H -0.646 -2.235 -1.807
H 1.554 -1.469 -2.669
H 3.389 -0.929 -0.928
H 2.981 -1.282 1.388
N -0.062 0.730 0.791
N 0.999 -1.918 1.190
*
```

---

# 4
Formula: C10H10N2O2
Source: the Open Molecules 2025 dataset
Level of theory: wB97M-V/def2-TZVPD

The HOMO-LUMO gap comes out at 8.83 eV. As for the molecular weight: 190.2 u.

Geometry as ORCA input:
```
! wB97M-V def2-TZVPD RIJCOSX def2/J DEFGRID3
* xyz 0 1
C -3.429 -1.251 -0.541
C -2.704 -0.724 0.710
C -1.084 0.841 0.139
C 0.108 1.489 -0.054
C 1.301 0.673 0.058
C 2.571 1.415 0.330
C 3.734 0.708 0.182
C 3.622 -0.670 -0.104
C 2.469 -1.297 -0.388
C 1.222 -0.662 -0.257
H -4.370 -1.779 -0.174
H -2.855 -2.005 -1.017
H -3.572 -0.318 -1.288
H -3.343 0.002 1.362
H -2.809 -1.771 1.146
H 2.613 2.587 0.533
H 4.684 1.110 0.493
H 4.449 -1.514 -0.045
H 2.303 -2.414 -0.630
H 0.088 -1.215 -0.100
N -2.084 1.608 0.041
N -0.057 2.815 -0.477
O -1.357 -0.508 0.276
O -1.500 2.878 -0.197
*
```

---

# 5
Formula: C10H10N2O2
Source: the Open Molecules 2025 dataset
Level of theory: wB97M-V/def2-TZVPD

The HOMO-LUMO gap comes out at 9.76 eV. As for the molecular weight: 190.2 u.

Geometry as ORCA input:
```
! wB97M-V def2-TZVPD RIJCOSX def2/J DEFGRID3
* xyz 0 1
C -2.173 -1.223 0.889
C -3.498 -0.570 0.470
C -3.402 0.726 -0.053
C -1.144 1.170 0.804
C 3.690 0.112 -0.661
C 2.940 0.148 -1.854
C 1.569 -0.142 -1.855
C 0.943 -0.507 -0.606
C 1.671 -0.510 0.597
C 3.004 -0.097 0.580
H -0.237 -0.722 1.300
H -4.473 -1.210 0.765
H -4.323 0.997 -0.469
H -2.620 2.469 -0.077
H 4.844 0.178 -0.585
H 3.630 0.210 -2.824
H 0.945 -0.326 -2.736
H -0.119 -0.800 -0.569
H 1.125 -0.564 1.631
H 3.594 -0.197 1.494
N -1.170 -0.273 0.986
N -2.299 1.525 -0.106
O -2.079 -2.361 1.470
O -0.417 1.966 1.411
*
```

---

# 6
Formula: C10H10N2O2S
Source: the Open Molecules 2025 dataset
Level of theory: wB97M-V/def2-TZVPD

The HOMO-LUMO gap comes out at 9.92 eV. As for the molecular weight: 222.3 u.

Geometry as ORCA input:
```
! wB97M-V def2-TZVPD RIJCOSX def2/J DEFGRID3
* xyz 0 1
C 2.899 -1.710 -0.309
C 2.573 -1.432 0.999
C 2.350 -1.043 -1.374
C 1.649 -0.386 1.242
C 1.412 -0.066 -1.135
C 0.997 0.217 0.194
C -1.901 0.028 -1.341
C -2.241 -1.747 0.135
C -2.342 1.992 0.507
C 0.067 1.398 0.362
N -2.090 -1.162 -1.060
N -1.401 0.830 0.362
O -1.965 0.912 -2.080
O -2.625 -2.801 0.514
S -1.720 -0.402 1.439
H 3.752 -2.418 -0.570
H 2.818 -2.103 1.787
H 2.788 -1.390 -2.351
H 1.412 0.002 2.253
H 0.720 0.454 -1.801
H -2.614 1.940 1.532
H -1.788 2.875 0.128
H -3.189 1.836 -0.107
H 0.335 2.186 1.212
H 0.105 1.990 -0.540
*
```

---

The following HOMO level values (in eV) correspond, in order, to the records above: -8.38, -3.11, -9.11, -9.06, -9.34, -9.41.
The following max |F| values (in eV/Å) correspond, in order, to the records above: 4.09, 3.32, 1.69, 6.85, 5.26, 2.65.